Computed, not measured: the molecule C4H5FOS in a non-equilibrium geometry, with ωB97M-V/def2-TZVPD.

ORCA input file:
```
! wB97M-V def2-TZVPD RIJCOSX def2/J DEFGRID3
* xyz 0 1
C 1.14213 -1.13682 -0.08013
C 0.95788 -0.06807 -1.01012
S 1.88392 0.03260 -2.45716
O 0.13911 0.95040 -0.77482
C -0.73493 1.31079 0.31926
C -1.67018 0.54559 0.82960
F -1.97280 -0.77074 0.40837
H 1.23615 -0.66566 0.93188
H 1.85460 -1.85484 -0.27927
H 0.22453 -1.75684 -0.14559
H -0.70411 2.37230 0.73383
H -2.35631 1.04128 1.52414
*
```

Calculated values
Relative energy (zero: lowest compared OMol25 entry of this formula, charge and spin) in kcal/mol: 45.8
Gap between HOMO and LUMO in eV: 8.744
SMILES string: CC(=S)O/C=C\F
E_tot in eV: -19826.5994

Atomic partial charges in e from the Löwdin method, atoms 1 to 2: number 1, C, carries -0.11; number 2, C, carries -0.84


Computed, not measured: a structure of composition C4H5FeLiO2 in a non-equilibrium geometry, with ωB97M-V/def2-TZVPD.

ORCA input file:
```
! wB97M-V def2-TZVPD RIJCOSX def2/J DEFGRID3
* xyz 2 7
C 0.80777 -0.75864 1.00589
C 0.51514 0.62480 0.52089
C -0.11593 0.89571 -0.69330
C -1.35927 0.33216 -1.04900
O -1.69915 0.10989 -2.23943
O 1.53494 -0.85217 2.10637
Li 2.98375 -0.80167 3.04373
Fe -3.09604 -0.48332 -3.26388
H -0.39760 -0.55945 1.30268
H 1.28483 1.35653 0.79581
H 0.38948 1.51852 -1.43441
H -2.03001 -0.01735 -0.24570
H 1.18209 -1.36501 0.15035
*
```

Calculated values
Relative energy (zero: lowest compared OMol25 entry of this formula, charge and spin) in kcal/mol: 64.3
Gap between HOMO and LUMO (alpha / beta) in eV: 3.306 / 4.936
E_tot in eV: -42892.3294

Atomic partial charges in e from the Löwdin method, atoms 1 to 2: number 1, C, carries -0.31; number 2, C, carries -0.10


Computed, not measured: a structure of composition C4H5FeLiO2 in a non-equilibrium geometry, with ωB97M-V/def2-TZVPD.

ORCA input file:
```
! wB97M-V def2-TZVPD RIJCOSX def2/J DEFGRID3
* xyz 3 6
H 0.06343 -1.38945 2.51299
C 0.45025 0.33648 0.59357
C 0.24246 1.20919 -0.59538
C -0.64836 0.39653 -1.53442
C -1.17707 -0.78516 -0.80123
O -0.77203 -0.62767 0.45478
O 1.45872 0.03216 1.15332
Li 1.96174 -1.36250 2.45958
Fe -0.95519 -2.38099 1.38125
H 1.21241 1.48245 -1.03169
H -0.21290 2.14513 -0.24181
H -0.11423 -0.00748 -2.41253
H -1.50924 0.95131 -1.93843
*
```

Calculated values
Relative energy (zero: lowest compared OMol25 entry of this formula, charge and spin) in kcal/mol: 43.7
Gap between HOMO and LUMO (alpha / beta) in eV: 8.139 / 6.574
E_tot in eV: -42876.1253

Atomic partial charges in e from the Löwdin method, atoms 1 to 2: number 1, H, carries -0.01; number 2, C, carries -0.20


Computed, not measured: a structure of composition C4H5I in a non-equilibrium geometry, with ωB97M-V/def2-TZVPD.

ORCA input file:
```
! wB97M-V def2-TZVPD RIJCOSX def2/J DEFGRID3
* xyz 0 1
C 0.91933 0.02455 -0.17077
C 0.30656 1.01356 0.17129
C -1.01261 1.60161 -0.11243
C 1.31799 -1.45774 -0.12839
I -2.95445 -0.31627 0.77772
H -0.97948 2.17289 -1.01144
H -1.51448 2.22564 0.64766
H 2.36332 -1.59682 0.10763
H 0.89245 -1.93961 -0.97629
H 0.66137 -1.72783 0.69501
*
```

Calculated values
Relative energy (zero: lowest compared OMol25 entry of this formula, charge and spin) in kcal/mol: 64.6
Gap between HOMO and LUMO (alpha / beta) in eV: 7.018 / 6.932
E_tot in eV: -12325.2689

Atomic partial charges in e from the Löwdin method, atoms 1 to 2: number 1, C, carries -0.04; number 2, C, carries -0.13


Computed, not measured: a structure of composition C4H5I3, with ωB97M-V/def2-TZVPD.

ORCA input file:
```
! wB97M-V def2-TZVPD RIJCOSX def2/J DEFGRID3
* xyz 0 1
C 0.56733 0.29695 0.25532
C -0.28505 -0.89340 -0.18438
C -0.12221 1.03050 1.34086
C -0.45684 -1.83189 0.97962
I 0.89272 2.29319 2.62008
I -2.21737 -2.97861 1.03928
I 1.29391 -2.80695 1.64089
H 1.54402 -0.05699 0.59950
H 0.75945 0.96035 -0.60248
H -1.27315 -0.54550 -0.49676
H 0.18188 -1.38136 -1.05088
H -1.19070 1.15888 1.31373
*
```

Calculated values
Relative energy (zero: lowest compared OMol25 entry of this formula, charge and spin) in kcal/mol: 44.6
Gap between HOMO and LUMO (alpha / beta) in eV: 8.060 / 7.165
E_tot in eV: -28527.6327

Atomic partial charges in e from the Löwdin method, atoms 1 to 2: number 1, C, carries -0.40; number 2, C, carries -0.43


Computed, not measured: the molecule C4H5IN2 in a non-equilibrium geometry, with ωB97M-V/def2-TZVPD.

ORCA input file:
```
! wB97M-V def2-TZVPD RIJCOSX def2/J DEFGRID3
* xyz 0 1
C 0.43232 1.84080 0.32615
C 0.87094 0.80401 -0.71078
C 0.34111 -0.43423 -0.16667
C -0.17632 -1.44209 0.34861
N -0.67550 -2.31660 1.13336
N -1.66858 -3.27507 0.80208
I -2.23503 -3.52820 -1.08602
H 0.50238 1.48228 1.33386
H -0.74724 1.83648 0.32837
H 0.95641 2.85356 0.08909
H 1.99722 0.86564 -0.83451
H 0.40228 1.31342 -1.56355
*
```

Calculated values
Relative energy (zero: lowest compared OMol25 entry of this formula, charge and spin) in kcal/mol: 124.7
Gap between HOMO and LUMO (alpha / beta) in eV: 7.637 / 7.622
SMILES string: CCC#C/N=N\I
E_tot in eV: -15304.1354

Atomic partial charges in e from the Löwdin method, atoms 1 to 2: number 1, C, carries -0.15; number 2, C, carries -0.27